DFT (ωB97M-V with the def2-TZVPD basis set) results for an isolated molecule of C5H3NO at a distorted geometry.

Element x y z (Å)
1 N 3.1673 -0.5021 -0.0272
2 C 2.0299 -0.2839 -0.0348
3 C 0.6274 -0.0155 -0.0192
4 C -0.4517 -0.9558 -0.1629
5 C -1.5832 -0.2272 -0.0348
6 O -1.2899 1.0851 0.1695
7 C 0.0479 1.2016 0.1762
8 H -0.3670 -2.0185 -0.3367
9 H -2.6336 -0.4744 -0.0566
10 H 0.4530 2.1908 0.3265

## Properties
Multiplicity: 1
Electronic energy (Eh): -322.29174
Net charge: 0
LUMO energy (Eh): 0.029
E_HOMO (Ha): -0.355
Energy above the lowest of the compared OMol25 structures with the same formula, charge and spin (eV): 0.001

Charges in e, computed with natural (NBO), in the same order as the atoms: N -0.30; C 0.28; C -0.27; C -0.27; C 0.09; O -0.39; C 0.16; H 0.24; H 0.22; H 0.22

***

DFT (ωB97M-V with the def2-TZVPD basis set) results for C18H15IN2O2Ti as an isolated structure at a distorted geometry.

Element x y z (Å)
1 Ti -0.4779 -0.1391 -0.5989
2 C 1.5762 1.8214 2.7431
3 C 1.1552 0.9957 3.7725
4 C 0.3103 -0.0810 3.4908
5 C -0.1080 -0.3239 2.1781
6 N 0.3153 0.4986 1.1745
7 C 1.1321 1.5337 1.4693
8 C -1.0135 -1.4602 1.8055
9 C -1.5194 -2.3794 2.7476
10 C -2.3656 -3.4356 2.3761
11 C -2.7346 -3.6074 1.0463
12 C -2.2579 -2.7238 0.0882
13 C -1.4172 -1.6782 0.4720
14 H 2.2313 2.6645 2.9273
15 H 1.4789 1.1826 4.7925
16 H -0.0011 -0.7077 4.3173
17 H 1.4268 2.1435 0.6203
18 H -1.2709 -2.3029 3.8017
19 H -2.7348 -4.1236 3.1331
20 H -3.3897 -4.4252 0.7593
21 H -2.5300 -2.8346 -0.9567
22 O -1.2130 -0.1816 -4.4607
23 C -0.8742 -0.0238 -3.2399
24 O -1.2371 -0.7565 -2.2674
25 C 0.0488 1.1455 -2.9047
26 C 0.4898 1.9956 -3.9233
27 C 1.3316 3.0612 -3.6137
28 C 1.7174 3.2584 -2.2949
29 C 1.2426 2.3777 -1.3377
30 N 0.4276 1.3384 -1.6060
31 H 0.1707 1.8157 -4.9463
32 H 1.6774 3.7245 -4.3991
33 H 2.3705 4.0759 -2.0178
34 H 1.5122 2.4849 -0.2923
35 I 2.4924 -0.5301 -2.3930
36 C 1.2304 -1.3983 -0.9102
37 H 1.7928 -1.5002 0.0406
38 H 0.8947 -2.3995 -1.2504
39 H -1.8801 0.8945 -0.3433

## Properties
Multiplicity: 3
Electronic energy (Eh): -2101.96433
Net charge: -2
LUMO energy (alpha / beta) (Eh): 0.173 / 0.171
E_HOMO (alpha / beta) (Ha): 0.049 / -0.036
⟨S²⟩: 2.041

Charges in e, computed with natural (NBO), in the same order as the atoms: Ti 1.44; C -0.29; C -0.34; C -0.22; C 0.11; N -0.61; C 0.04; C 0.00; C -0.22; C -0.27; C -0.25; C -0.21; C -0.38; H 0.19; H 0.17; H 0.19; H 0.16; H 0.17; H 0.18; H 0.18; H 0.21; O -0.72; C 0.76; O -0.69; C 0.02; C -0.18; C -0.32; C -0.26; C 0.05; N -0.62; H 0.23; H 0.18; H 0.19; H 0.14; I -0.02; C -1.01; H 0.20; H 0.21; H -0.39

***

DFT (ωB97M-V with the def2-TZVPD basis set) results for a 2-piece molecular cluster, C3H7NO overall at a distorted geometry.

Element x y z (Å)
1 C 4.4351 0.3555 0.4828
2 N 3.4650 -0.4270 -0.2005
3 C -2.6267 -1.1085 0.2803
4 C -2.6440 0.2526 -0.1577
5 O -3.6789 0.8341 -0.4654
6 H 4.0648 1.3854 0.6433
7 H 4.4376 -0.0470 1.5002
8 H 5.4566 0.4523 0.1010
9 H 3.3136 -0.1478 -1.1769
10 H -1.6828 -1.5396 0.5872
11 H -3.5583 -1.6277 0.4495
12 H -1.6692 0.7578 -0.2203

## Properties
Multiplicity: 1
Electronic energy (Eh): -248.21481
Net charge: 0
LUMO energy (Eh): -0.165
E_HOMO (Ha): -0.246
Energy above the lowest of the compared OMol25 structures with the same formula, charge and spin (eV): 8.481

Charges in e, computed with natural (NBO), in the same order as the atoms: C -0.50; N -0.42; C -0.30; C 0.25; O -0.50; H 0.23; H 0.20; H 0.22; H 0.31; H 0.19; H 0.20; H 0.12

***

DFT (ωB97M-V with the def2-TZVPD basis set) results for an isolated molecule of C3H7NOS at a distorted geometry.

Element x y z (Å)
1 N -0.9992 1.1972 1.1194
2 C 0.0336 0.4136 0.4127
3 C 1.3909 1.0511 0.3921
4 O 2.2770 0.8795 1.1677
5 C -0.4171 0.0084 -1.0133
6 S -0.9287 -1.7474 -1.0480
7 H -1.0952 2.1824 0.8674
8 H -0.7615 1.2013 2.0990
9 H 0.0437 -0.4525 1.0766
10 H 1.5024 1.7133 -0.4945
11 H -1.2304 0.6669 -1.3106
12 H 0.3826 0.1470 -1.7346
13 H -2.0766 -1.7054 -0.3327

## Properties
Multiplicity: 1
Electronic energy (Eh): -646.65785
Net charge: 0
LUMO energy (Eh): 0.028
E_HOMO (Ha): -0.335
Energy above the lowest of the compared OMol25 structures with the same formula, charge and spin (eV): 1.473

Charges in e, computed with natural (NBO), in the same order as the atoms: N -0.81; C -0.19; C 0.44; O -0.49; C -0.52; S -0.04; H 0.36; H 0.37; H 0.22; H 0.08; H 0.23; H 0.23; H 0.13

***

DFT (ωB97M-V with the def2-TZVPD basis set) results for a 2-piece molecular cluster, CH5N2S overall.

Element x y z (Å)
1 C 0.1811 0.6292 -0.8711
2 N -1.1015 0.7003 -0.6008
3 N 1.0366 -1.7478 1.7737
4 S 1.2923 -1.1346 0.4132
5 H 0.8300 1.4462 -0.6063
6 H -1.4934 1.4010 0.0114
7 H -1.7408 -0.0039 -0.9480
8 H 0.5217 -1.2763 2.5181
9 H 0.4741 -0.0142 -1.6901

## Properties
Multiplicity: 1
Electronic energy (Eh): -548.43782
Net charge: +1
LUMO energy (alpha / beta) (Eh): -0.233 / -0.233
E_HOMO (alpha / beta) (Ha): -0.496 / -0.496
Energy above the lowest of the compared OMol25 structures with the same formula, charge and spin (eV): 2.713

Charges in e, computed with natural (NBO), in the same order as the atoms: C -0.02; N -0.67; N -0.66; S 0.63; H 0.24; H 0.43; H 0.43; H 0.39; H 0.23